Below is C51H46ClN4P2Tl as an isolated structure at a distorted geometry, with properties calculated with ωB97M-V/def2-TZVPD.

Output
strongest force on any atom = 1.3 eV Å⁻¹
electronic energy = -3505.3900 a.u.
energy above the lowest of the compared OMol25 structures with the same formula, charge and spin = 25.5 kcal/mol
LUMO (alpha / beta) = -0.04875 / -0.04858 Ha
HOMO-LUMO gap (alpha / beta) = 5.13 / 5.15 eV

```
105
Properties=species:S:1:pos:R:3:forces:R:3:mulliken_charge:R:1
Tl 0.4011 0.1639 0.2022 0.422 -1.017 -0.636 2.767
C 7.7658 1.0197 1.9489 0.043 0.019 0.007 -0.473
C 7.2569 0.7039 0.6982 0.012 0.025 -0.035 -0.951
C 5.8968 0.8021 0.4503 0.007 -0.006 0.064 -0.276
C 5.0213 1.2126 1.4560 0.016 -0.117 0.099 -0.060
C 5.5478 1.5446 2.7053 -0.020 0.051 -0.056 -0.173
C 6.9076 1.4454 2.9517 0.019 0.002 0.018 -0.838
C 3.5491 1.2013 1.2449 -0.278 -0.244 0.261 2.005
C 2.7925 0.4472 2.1570 0.233 0.106 -0.250 -0.229
C 3.3389 -0.4473 3.1435 -0.123 -0.094 0.046 -0.949
C 2.2908 -0.9543 3.8398 0.166 -0.047 -0.053 -1.592
C 1.0877 -0.3724 3.2913 0.035 0.163 -0.213 0.283
N 1.4171 0.4079 2.2385 0.143 0.331 0.757 -0.533
C -0.2533 -0.6451 3.7291 -0.144 -0.135 -0.441 0.513
C -1.3045 -0.7577 2.7900 0.482 0.126 0.240 -0.142
C -2.5253 -1.5204 2.9524 -0.309 -0.161 -0.254 -1.633
C -3.2950 -1.2972 1.8612 0.032 -0.132 0.224 -0.905
C -2.5618 -0.3996 1.0069 0.020 0.226 -0.191 0.593
C -3.0821 0.2277 -0.1224 0.039 -0.199 0.198 1.165
C -4.4682 -0.1406 -0.5324 0.028 -0.099 -0.064 -1.188
C -4.6317 -1.0272 -1.5952 -0.028 0.045 0.037 0.285
C -5.8955 -1.4397 -1.9861 -0.036 -0.026 -0.047 -1.340
C -7.0154 -0.9588 -1.3230 -0.007 0.006 0.006 -0.493
C -6.8624 -0.0636 -0.2749 -0.070 0.011 0.029 -0.804
C -5.5960 0.3400 0.1241 0.050 0.023 -0.026 -0.166
C -2.4124 1.1840 -0.9077 0.299 0.028 0.009 0.198
N -1.0860 1.4516 -0.8542 -0.362 0.172 0.185 -0.220
C -0.8160 2.4296 -1.7704 0.345 0.176 -0.123 0.561
C 0.4438 2.9641 -2.0591 -0.358 -0.170 0.031 1.228
C 0.5190 3.8813 -3.2331 -0.057 0.026 -0.042 -0.793
C 0.1758 5.2243 -3.1189 0.057 -0.036 0.027 0.063
C 0.1902 6.0480 -4.2349 0.001 0.039 0.006 -0.737
C 0.5456 5.5365 -5.4743 -0.011 0.012 -0.042 -0.419
C 0.8936 4.1990 -5.5946 0.021 -0.012 0.002 -0.837
C 0.8823 3.3764 -4.4782 0.013 0.011 0.025 0.143
C 1.6317 2.7011 -1.3597 0.190 0.003 0.101 0.205
C 2.9081 3.3030 -1.6250 -0.099 -0.018 -0.079 -1.534
C 3.7733 2.8197 -0.6939 0.059 -0.050 0.079 -1.285
C 3.0311 1.9202 0.1443 -0.093 0.216 -0.055 0.109
N 1.7415 1.8807 -0.2809 0.398 0.433 -0.016 -0.395
C -2.0465 2.8148 -2.4119 -0.094 -0.080 0.001 -1.226
C -3.0296 2.0432 -1.8822 -0.011 0.061 -0.069 -1.429
N -1.3322 -0.1664 1.5622 -0.339 0.158 0.105 -0.514
C -0.5419 -0.7915 5.1755 -0.071 -0.062 0.259 1.057
C -1.8633 -0.8051 5.6622 0.082 0.046 -0.051 -0.609
C -2.1524 -1.0065 6.9998 -0.041 -0.057 0.088 -0.927
C -1.1369 -1.1606 7.9287 0.043 0.020 0.009 -0.407
C 0.1716 -0.9994 7.5017 -0.061 -0.015 0.042 -1.049
C 0.4575 -0.7800 6.1658 -0.019 -0.061 -0.098 -0.448
H 8.8276 0.9355 2.1404 0.006 -0.011 0.009 0.392
H 7.9194 0.3613 -0.0863 0.003 0.012 -0.004 0.396
H 5.5031 0.5171 -0.5135 -0.046 0.013 -0.047 0.350
H 4.8778 1.8783 3.4870 -0.015 -0.005 0.012 0.491
H 7.2948 1.6851 3.9336 0.007 0.054 -0.010 0.403
H 4.3759 -0.7127 3.2522 0.046 0.005 0.000 0.678
H 2.3350 -1.7487 4.5638 -0.008 0.060 0.105 0.822
H -2.7315 -2.2125 3.7499 -0.031 0.071 0.047 0.836
H -4.2739 -1.6942 1.6482 0.014 -0.084 -0.008 0.700
H -3.7480 -1.3982 -2.1013 0.003 -0.037 -0.011 0.977
H -6.0108 -2.1383 -2.8052 0.019 -0.002 -0.008 0.426
H -8.0042 -1.2823 -1.6202 -0.010 0.012 -0.016 0.379
H -7.7360 0.3211 0.2355 0.004 -0.001 0.024 0.411
H -5.4757 1.0342 0.9465 0.007 -0.002 0.015 0.508
H -0.1070 5.6169 -2.1501 -0.008 0.009 0.007 0.485
H -0.0801 7.0912 -4.1344 -0.001 0.006 -0.010 0.404
H 0.5468 6.1770 -6.3465 0.011 0.013 0.002 0.363
H 1.1702 3.7910 -6.5583 0.004 0.016 -0.007 0.417
H 1.1504 2.3303 -4.5675 -0.005 -0.012 -0.004 0.419
H 3.1076 4.0061 -2.4171 0.025 0.030 0.015 0.555
H 4.8168 3.0593 -0.5756 -0.007 0.049 0.002 0.630
H -2.1445 3.5857 -3.1582 0.006 -0.001 -0.026 0.550
H -4.0838 2.0699 -2.1059 -0.012 -0.019 -0.020 0.520
H -2.6852 -0.6106 4.9944 -0.006 0.022 0.045 0.619
H -3.1854 -1.0300 7.3232 -0.017 0.014 -0.036 0.386
H -1.3592 -1.3461 8.9709 -0.017 0.027 0.015 0.388
H 0.9826 -1.0332 8.2179 0.017 0.049 -0.008 0.399
H 1.4779 -0.5617 5.9094 0.056 -0.074 -0.031 0.574
C -1.4759 -0.2681 -4.0528 0.116 -0.128 0.107 -1.335
P -0.4037 -1.1177 -2.8128 -0.135 -0.412 -0.541 1.635
C 1.1874 -1.0152 -3.7444 -0.183 0.058 0.063 -1.571
C -0.8713 -2.8809 -3.2633 -0.018 -0.021 0.395 -1.516
C -0.5617 -3.9726 -2.2141 0.095 0.456 -0.007 -1.398
P -1.0748 -3.5461 -0.4701 -0.047 -0.364 -0.033 1.324
C -0.1225 -4.8571 0.4289 -0.134 0.171 -0.008 -1.574
C -2.7107 -4.4086 -0.4193 0.088 0.243 -0.035 -1.492
H -1.4112 -0.7686 -5.0216 -0.014 0.016 -0.026 0.545
H -1.1484 0.7656 -4.1601 -0.029 0.041 -0.005 0.221
H -2.5114 -0.2626 -3.7148 -0.033 0.051 -0.022 0.148
H 1.0121 -1.1283 -4.8168 0.020 -0.035 -0.008 0.450
H 1.8658 -1.7944 -3.4008 0.066 0.033 -0.002 0.462
H 1.6588 -0.0505 -3.5515 0.071 -0.025 -0.014 0.202
H -0.3573 -3.1168 -4.1996 -0.179 -0.056 -0.075 0.597
H -1.9483 -2.8873 -3.4574 0.008 0.092 -0.069 0.420
H 0.5162 -4.1576 -2.1882 0.009 -0.005 0.018 0.387
H -1.0476 -4.9075 -2.5061 0.119 -0.051 -0.022 0.668
H -0.5194 -5.8529 0.2234 0.071 -0.035 -0.054 0.412
H -0.2013 -4.6652 1.5007 0.034 -0.048 -0.014 0.368
H 0.9298 -4.8229 0.1495 0.049 0.031 0.039 0.419
H -2.6473 -5.3898 -0.8941 -0.034 -0.008 0.019 0.502
H -3.4825 -3.8129 -0.9072 -0.036 0.000 -0.015 0.271
H -2.9933 -4.5344 0.6252 -0.074 0.006 0.049 0.380
Cl 3.3514 -1.0780 -1.1285 0.069 0.129 -0.124 -0.229
C 1.8611 -1.5103 -0.2414 -0.216 -0.015 0.136 -0.655
H 2.2043 -1.9080 0.7131 -0.152 -0.010 0.023 0.590
H 1.4112 -2.3032 -0.8278 -0.199 -0.024 0.062 -0.314
```
Positions in Å, forces in eV/Å.

Below is C3H6N4O as an isolated structure at a distorted geometry, with properties calculated with ωB97M-V/def2-TZVPD.

Output
strongest force on any atom = 6.7 eV Å⁻¹
electronic energy = -412.0796 a.u.
energy above the lowest of the compared OMol25 structures with the same formula, charge and spin = 81.1 kcal/mol
LUMO = -0.01946 Ha
HOMO-LUMO gap = 7.61 eV

```
14
Properties=species:S:1:pos:R:3:forces:R:3:nbo_charge:R:1
C 0.5738 1.6226 0.7133 -1.054 1.139 -0.054 -0.705
C -0.0881 -0.9599 0.1033 1.655 1.994 -0.956 0.342
C 0.0954 0.9824 -0.5426 4.031 -5.293 0.761 0.592
N -0.0274 -1.7729 -0.9833 -0.094 -0.059 0.104 -0.859
N -2.0447 0.0823 -0.2971 -0.198 5.836 -0.848 0.127
N -1.8210 1.1901 -0.4546 -3.380 -4.682 0.837 -0.040
N 0.0707 -1.2061 1.3302 0.169 0.106 0.290 -0.795
O 0.4609 0.9887 -1.6726 -0.891 0.992 0.062 -0.537
H 0.0412 -1.3388 -1.8909 0.131 -0.032 0.077 0.402
H 0.3096 -2.7210 -0.8865 -0.089 0.120 -0.091 0.381
H 0.3414 -2.1684 1.5503 -0.363 -0.044 -0.106 0.328
H 1.5915 1.2858 0.9042 -0.076 -0.135 -0.311 0.269
H -0.0410 1.3101 1.5520 0.020 0.013 0.009 0.267
H 0.5378 2.7052 0.5743 0.140 0.046 0.227 0.228
```
Positions in Å, forces in eV/Å.

Below is a 5-piece molecular cluster, C36H80BrN4 overall at a distorted geometry, with properties calculated with ωB97M-V/def2-TZVPD.

Output
strongest force on any atom = 3.9 eV Å⁻¹
electronic energy = -4211.7067 a.u.
energy above the lowest of the compared OMol25 structures with the same formula, charge and spin = 31.4 kcal/mol
LUMO = -0.24884 Ha
charge = +3
HOMO-LUMO gap = 5.56 eV

```
121
Properties=species:S:1:pos:R:3:forces:R:3:mulliken_charge:R:1
C -0.6466 -3.1890 -5.4626 -0.339 -1.014 0.817 -1.096
C -0.7303 -3.9578 -4.0995 0.115 1.401 0.355 -0.585
C -1.6750 -3.1997 -3.1012 -0.794 -1.249 0.361 -0.468
C -3.1753 -3.1258 -3.4730 -0.007 0.943 -0.390 -0.872
N -4.0776 -2.5149 -2.3856 0.155 1.631 0.185 0.447
C -5.4902 -2.1931 -2.9647 -0.353 -0.971 0.166 -0.577
C -6.5039 -3.0986 -2.1313 1.068 1.219 -0.328 -0.557
C -5.6239 -4.0572 -1.3279 -0.831 -1.077 -0.424 -0.693
C -4.3351 -3.3811 -1.1615 0.578 1.249 0.256 -0.387
C -3.4688 -1.1849 -1.8366 -0.151 -1.281 -1.604 -1.682
H -0.2302 -3.8095 -6.2561 0.151 0.099 0.134 0.370
H -0.0280 -2.3043 -5.3119 -0.125 0.044 -0.227 0.238
H -1.6485 -2.9107 -5.7896 0.079 0.171 -0.128 0.341
H 0.2413 -3.8651 -3.6143 0.215 -0.019 -0.064 0.315
H -0.8671 -5.0388 -4.1272 -0.661 0.149 -0.347 0.419
H -1.2928 -2.1936 -2.9283 -0.011 0.145 -0.417 0.126
H -1.6567 -3.6541 -2.1106 0.432 -0.380 0.101 0.372
H -3.7250 -4.0024 -3.8158 0.573 -0.516 0.332 0.319
H -3.2310 -2.4524 -4.3284 -0.348 0.250 0.092 0.601
H -5.7144 -1.1355 -2.8259 0.216 -0.099 0.206 0.290
H -5.4602 -2.3270 -4.0461 0.010 -0.442 0.144 0.360
H -6.9175 -2.3792 -1.4246 -0.292 -0.208 0.159 0.326
H -7.3554 -3.5340 -2.6542 0.428 -0.012 -0.305 0.355
H -6.1046 -4.1801 -0.3574 0.211 -0.489 -0.026 0.386
H -5.3531 -5.0270 -1.7455 -1.053 -0.173 -0.382 0.369
H -4.5071 -2.6472 -0.3741 0.786 -0.134 0.310 0.297
H -3.5042 -4.0675 -0.9980 0.058 0.403 0.203 0.256
H -3.1906 -0.5962 -2.7107 -0.292 0.214 0.035 0.460
H -2.5291 -1.4206 -1.3371 -0.436 0.011 0.481 0.527
H -4.2658 -0.7176 -1.2582 0.480 0.028 0.140 0.746
C 2.3557 6.9756 -2.1489 0.508 -1.207 -0.704 -1.044
C 3.1679 5.8055 -2.8021 -1.342 -1.388 0.507 -0.583
C 2.3791 4.3460 -2.6964 1.476 0.641 2.174 -0.689
C 2.0454 4.0722 -1.1686 -1.280 0.586 -1.256 -0.798
N 1.1907 2.8053 -0.8731 1.055 -1.474 1.338 0.801
C 1.9266 1.5217 -1.3401 -0.334 -1.328 -0.323 -0.812
C 1.0644 0.8996 -2.4781 1.218 0.926 0.825 -0.599
C -0.3292 1.3152 -2.0919 -0.974 1.570 -0.394 0.101
C -0.1887 2.7591 -1.5168 1.359 0.129 -0.362 -0.791
C 0.9704 2.6302 0.6594 0.662 0.175 -1.343 -1.424
H 1.3247 6.7554 -2.4255 -0.255 0.558 0.021 0.281
H 2.6829 7.9228 -2.5777 -0.189 -0.034 0.119 0.370
H 2.4166 7.0292 -1.0619 0.178 -0.085 -0.059 0.260
H 4.1646 5.6515 -2.3885 -0.109 0.102 0.210 0.389
H 3.3154 6.0181 -3.8609 -0.158 -0.115 0.007 0.396
H 3.1081 3.5533 -2.8647 0.004 0.097 -0.946 0.303
H 1.5005 4.2615 -3.3359 0.144 0.198 -0.094 0.406
H 1.3940 4.8893 -0.8583 0.140 0.033 0.512 0.503
H 2.9533 3.9827 -0.5722 -0.003 -0.089 0.104 0.286
H 1.9673 0.7573 -0.5640 -0.285 0.563 0.653 0.195
H 2.9892 1.6272 -1.5586 -0.148 0.847 -0.084 0.312
H 1.1896 -0.1817 -2.5349 0.124 0.093 0.001 0.381
H 1.4466 1.3596 -3.3894 -0.630 -0.147 -0.363 0.432
H -0.8353 0.6936 -1.3533 0.363 -0.304 0.172 -0.217
H -0.9914 1.3479 -2.9571 -0.107 0.029 -0.038 0.564
H -0.9102 3.0612 -0.7576 -0.077 -0.135 -0.233 0.199
H -0.0778 3.5564 -2.2516 -0.752 -0.359 -0.391 0.322
H 0.4028 1.7025 0.7314 -0.119 0.123 0.246 0.460
H 0.4349 3.4939 1.0537 0.012 -0.009 -0.155 0.507
H 1.9467 2.5135 1.1298 0.191 0.050 -0.022 0.242
C -3.4852 7.3466 3.7028 0.901 -0.438 0.520 -1.254
C -2.4285 6.2792 4.1475 -1.175 -0.475 -0.722 -0.414
C -3.0892 4.8869 3.9154 0.186 0.265 -0.202 -0.633
C -2.1494 3.7054 4.0632 -0.734 -0.355 0.908 -0.864
N -2.7814 2.3162 3.7819 1.908 0.075 -1.272 0.266
C -1.5895 1.2499 3.9955 -1.151 1.411 -0.392 -0.579
C -1.7839 0.2358 2.8830 -0.106 -1.223 -0.444 -0.778
C -2.9030 0.7222 1.8956 0.420 -0.107 0.798 -0.090
C -3.1857 2.1596 2.2823 -0.012 0.087 0.680 -0.775
C -3.9037 1.9907 4.7147 0.072 -0.043 -0.697 -0.978
H -3.0604 8.3356 3.8748 -0.341 0.043 -0.021 0.390
H -4.4271 7.2220 4.2371 0.125 0.161 0.260 0.346
H -3.7400 7.2431 2.6481 0.282 -0.012 -0.092 0.334
H -2.1720 6.3226 5.2060 -0.020 0.400 -0.011 0.342
H -1.5139 6.4082 3.5686 0.051 -0.091 -0.036 0.367
H -3.5279 4.8458 2.9185 -0.056 0.176 -0.186 0.419
H -3.9190 4.8767 4.6222 -0.048 -0.453 0.057 0.351
H -1.8411 3.5820 5.1014 0.258 0.265 0.055 0.564
H -1.2535 3.8178 3.4526 -0.161 -0.207 -0.179 0.158
H -1.5901 1.0052 5.0577 -0.442 -0.591 -0.228 0.495
H -0.6229 1.7323 3.8507 -0.331 0.530 -0.143 0.341
H -2.0349 -0.7763 3.2006 -0.200 0.160 0.456 0.382
H -0.8019 0.0811 2.4361 -0.122 0.259 -0.459 0.346
H -3.8147 0.1386 2.0235 0.098 -0.143 0.239 0.419
H -2.6750 0.6388 0.8330 0.388 0.075 0.091 -0.053
H -4.2450 2.3657 2.1287 0.100 0.366 0.408 0.387
H -2.6151 2.8690 1.6830 0.159 0.052 0.329 0.384
H -4.0589 0.9154 4.6269 -0.071 0.035 0.360 0.451
H -4.8094 2.4913 4.3722 0.137 0.137 0.191 0.370
H -3.6254 2.3063 5.7202 -0.108 -0.201 -0.074 0.323
C 5.3543 -2.1615 -2.5974 -1.520 -0.213 0.373 -1.415
C 4.5949 -1.6009 -1.3353 2.108 0.462 0.251 -0.202
C 5.0449 -2.2932 -0.0144 -0.972 -1.013 -0.099 -0.465
C 4.4296 -3.6979 0.0895 0.386 -0.294 0.511 -0.811
N 4.6216 -4.3777 1.5145 -3.421 0.549 -1.687 0.323
C 3.9119 -5.7863 1.4857 0.326 0.606 -0.125 -0.671
C 3.5061 -6.0714 2.8918 1.616 -0.737 1.784 -0.479
C 3.7381 -4.7321 3.7217 -2.458 -1.375 -0.680 -0.764
C 3.8105 -3.6733 2.6358 0.690 0.045 -0.545 -0.521
C 5.9895 -4.3887 1.8975 2.444 -0.624 0.797 -0.764
H 5.3305 -1.4828 -3.4500 0.206 0.312 0.300 0.438
H 4.8398 -3.0388 -2.9895 0.066 -0.340 0.117 0.351
H 6.3799 -2.4538 -2.3722 -0.049 0.261 0.082 0.309
H 3.5129 -1.4797 -1.3862 -0.164 -0.633 -0.304 0.153
H 4.9274 -0.5719 -1.1985 0.110 0.193 0.002 0.222
H 4.6971 -1.7480 0.8631 0.058 0.451 -0.118 0.360
H 6.1269 -2.3972 0.0658 -0.030 0.399 -0.340 0.320
H 4.8348 -4.3936 -0.6453 0.449 -0.099 0.220 0.412
H 3.3704 -3.6858 -0.1676 -0.228 0.073 0.657 0.297
H 4.5097 -6.5702 1.0207 0.344 0.463 -0.068 0.398
H 2.9495 -5.7381 0.9761 0.503 0.778 -0.798 0.254
H 4.0948 -6.8596 3.3610 0.468 0.081 -0.143 0.309
H 2.5387 -6.5734 2.8775 -0.450 0.899 0.360 0.397
H 4.5479 -4.7572 4.4509 0.109 -0.048 -0.470 0.375
H 2.8100 -4.7074 4.2927 0.132 0.854 0.248 0.325
H 4.3035 -2.7542 2.9528 0.252 -0.124 -0.192 0.447
H 2.8884 -3.3760 2.1364 -0.294 -0.327 0.415 0.369
H 6.5299 -3.4522 1.7597 -0.520 0.125 -0.503 0.308
H 6.5150 -5.1744 1.3547 0.110 0.030 0.173 0.358
H 6.0813 -4.5147 2.9763 -0.049 -0.624 -0.135 0.324
Br 4.9199 2.2383 0.7006 -0.766 -0.229 -0.233 -0.730
```
Positions in Å, forces in eV/Å.

Below is a 2-piece molecular cluster, C6H10N2O2 overall at a distorted geometry, with properties calculated with ωB97M-V/def2-TZVPD.

Output
strongest force on any atom = 3.6 eV Å⁻¹
electronic energy = -494.5389 a.u.
energy above the lowest of the compared OMol25 structures with the same formula, charge and spin = 65.8 kcal/mol
LUMO = 0.01973 Ha
HOMO-LUMO gap = 8.47 eV

```
20
Properties=species:S:1:pos:R:3:forces:R:3:nbo_charge:R:1
C -2.3509 -1.9986 2.9673 0.578 -0.615 -1.936 1.021
C 1.7885 0.5213 -0.4400 0.592 -1.188 -1.185 -0.420
C 0.7858 1.3730 0.2085 -2.769 1.283 1.972 -0.426
C 1.2863 -0.9470 -0.1915 1.310 0.299 -3.374 -0.246
C -0.6091 1.1649 -0.3884 -0.109 -0.605 -1.770 -0.165
C -1.1617 -0.2539 -0.4032 0.494 0.195 0.067 0.083
N -0.1630 -1.1221 -0.4517 0.089 -0.044 0.615 -0.600
N -0.6626 1.3528 -1.8889 3.027 -0.828 1.588 -0.804
O -2.4561 -1.5036 3.9878 -0.416 0.875 2.073 -0.509
O -2.1888 -2.4693 1.9227 -0.157 -0.305 -0.139 -0.512
H 1.7184 0.7515 -1.5371 0.895 -0.139 0.880 0.221
H 2.8095 0.5941 0.0489 -1.032 0.128 -1.088 0.218
H 0.5237 0.9244 1.1974 0.890 0.728 0.158 0.191
H 0.8884 2.4939 0.3376 0.691 -1.361 -0.289 0.226
H 1.8076 -1.7038 -0.8652 -0.534 1.111 0.493 0.197
H 1.7484 -1.1382 0.7294 -0.738 -0.873 2.123 0.201
H -1.3139 1.8520 0.0372 -0.294 0.315 0.335 0.201
H -0.4356 -2.0310 -0.7953 0.203 -0.254 0.534 0.396
H -0.5004 0.4412 -2.3151 -0.263 0.497 -0.221 0.360
H -1.5144 1.6986 -2.1602 -2.458 0.781 -0.837 0.366
```
Positions in Å, forces in eV/Å.

The highest electronic energy belongs to which entry? C3H6N4O